The following is a DFT calculation (wB97M-V/def2-TZVPD) of C5H8N2 in the gas phase in a non-equilibrium geometry.

Geometry (Å):
H: -1.56 -2.06 0.37
H: 2.65 1.28 0.28
C: -0.88 -1.22 0.26
C: 2.37 0.24 0.21
C: 0.50 -1.25 0.68
H: 0.79 0.88 -1.13
H: -3.24 0.11 -0.38
H: 1.09 -2.10 0.99
C: -1.17 0.02 -0.21
H: -2.41 1.46 -1.03
H: 3.05 -0.55 -0.03
N: 1.08 -0.07 0.46
C: 0.11 0.83 -0.21
N: -2.38 0.61 -0.50
H: 0.02 1.83 0.23

Summary:
Energy relative to the best compared isomer or geometry (same formula, charge and spin) (kcal per mole): 79.6
Energy (hartree): -304.7086
Multiplicity: 1
Total charge: 0
Gap between HOMO and LUMO (spin up / spin down) (eV): 6.9 / 6.4
Strongest force on any atom (Eh/bohr): 0.050